(1)
168
Properties=species:S:1:pos:R:3 method="wB97M-V/def2-TZVPD" total_energy_ev=-183282.5860 orbital_gap_ha=0.31314 molar_mass_g_mol=1672.99 total_charge=0 de_lowest_ev=8.345 e_lumo_ev=-0.229
C 0.8763 -2.0431 2.0375
C 0.6794 -1.0944 0.6833
C 2.0779 -1.1401 -0.1883
C 1.9156 -1.8652 -1.6625
C 2.6324 -0.9752 -2.8426
C 1.5810 0.0786 -3.5927
C 1.5754 1.5781 -2.9163
C 0.3313 1.8598 -1.8838
C -1.1613 1.8275 -2.5822
C -2.1888 2.5501 -1.4798
C -3.7650 2.2254 -1.7301
S -4.6068 1.1381 -0.4665
C -3.6578 1.0335 1.1599
O -4.2972 1.5551 2.2421
O -2.3024 0.4920 1.3399
C -4.6191 -0.5901 -1.2859
I -4.1243 -2.2166 0.0905
C -6.2195 -0.8239 -1.7144
C -6.3932 -2.1949 -2.6447
H 0.9758 -3.1582 1.6386
H 1.8349 -1.6611 2.5933
H -0.1079 -1.9392 2.6666
H -0.2606 -1.4951 0.0897
H 0.4693 0.0355 0.9766
H 2.9448 -1.6880 0.3913
H 2.4261 -0.0281 -0.3959
H 2.3928 -2.9520 -1.6571
H 0.7581 -1.9890 -1.8759
H 3.5701 -0.4229 -2.4011
H 3.0105 -1.7453 -3.6694
H 0.5056 -0.4312 -3.5934
H 2.0082 0.2071 -4.6943
H 2.5737 1.6519 -2.2670
H 1.6757 2.4282 -3.7381
H 0.3074 1.1293 -0.9666
H 0.5027 2.9509 -1.4310
H -1.5189 0.7652 -2.9162
H -1.0980 2.5378 -3.5388
H -2.0492 3.7197 -1.6773
H -1.7824 2.3608 -0.4017
H -3.9201 1.7044 -2.7903
H -4.3359 3.2521 -1.7875
H -4.0058 -0.5658 -2.2846
H -6.6793 0.1053 -2.2622
H -6.8387 -1.0364 -0.7160
H -5.8386 -2.0698 -3.6764
H -7.5539 -2.3209 -2.8929
H -6.0785 -3.1759 -2.0879
C 0.3335 1.1490 4.4450
C 1.1069 2.4093 4.6325
O 2.4287 1.9592 4.8255
C 2.5094 0.7889 4.1323
O 3.5576 0.2421 3.8322
O 1.2715 0.3057 3.8072
F 0.7100 3.0568 5.7510
H 0.0246 0.6965 5.3933
H -0.5521 1.2935 3.8203
H 1.0711 3.0897 3.7750
C 5.8161 -0.2046 5.6964
C 7.0389 0.6291 5.8734
O 7.5669 0.1830 7.1019
C 7.1787 -1.1192 7.2027
O 7.6648 -1.9198 7.9841
O 6.1824 -1.4215 6.3152
F 6.7176 1.9364 5.9976
H 4.9414 0.2129 6.2063
H 5.5673 -0.3597 4.6431
H 7.7869 0.5023 5.0834
C -1.3890 -0.2273 -6.4274
C -2.5018 -0.3883 -7.4058
O -3.6585 -0.3249 -6.6028
C -3.3145 0.4655 -5.5475
O -4.1176 0.9769 -4.7850
O -1.9589 0.6222 -5.4519
F -2.4564 -1.6058 -7.9918
H -1.0967 -1.1731 -5.9588
H -0.5032 0.2301 -6.8764
H -2.5423 0.3932 -8.1721
C 1.0394 6.1340 -0.7909
C 0.3575 7.0995 0.1171
O -0.2197 6.2735 1.1028
C 0.5959 5.1843 1.1746
O 0.5863 4.3816 2.0930
O 1.4322 5.1050 0.0950
F -0.6362 7.7497 -0.5290
H 0.3683 5.7213 -1.5517
H 1.9070 6.5740 -1.2900
H 1.0303 7.8225 0.5904
C 6.1821 -4.9454 0.5977
C 4.7926 -5.2525 0.1542
O 4.3072 -4.0076 -0.2948
C 5.4083 -3.3347 -0.7323
O 5.3674 -2.3414 -1.4392
O 6.5658 -3.9134 -0.2887
F 4.0317 -5.6555 1.1965
H 6.2259 -4.5744 1.6272
H 6.8479 -5.8079 0.5070
H 4.7321 -5.9856 -0.6572
C -8.1004 2.0994 -4.2704
C -9.4786 2.5904 -4.5551
O -9.9809 1.6474 -5.4746
C -9.3379 0.4838 -5.1760
O -9.6967 -0.6155 -5.5642
O -8.2452 0.6977 -4.3812
F -9.4447 3.7988 -5.1602
H -7.3665 2.4476 -5.0048
H -7.7570 2.3803 -3.2710
H -10.1310 2.6314 -3.6763
C 4.6225 -4.5499 7.4248
C 3.2442 -4.0590 7.1400
O 2.7419 -5.0019 6.2205
C 3.3850 -6.1656 6.5191
O 3.0262 -7.2649 6.1309
O 4.4777 -5.9516 7.3139
F 3.2782 -2.8505 6.5349
H 5.3564 -4.2017 6.6903
H 4.9659 -4.2691 8.4241
H 2.5919 -4.0180 8.0188
C 5.0339 6.5545 -4.2586
C 3.9211 6.3935 -5.2371
O 2.7644 6.4569 -4.4340
C 3.1084 7.2473 -3.3787
O 2.3052 7.7587 -2.6162
O 4.4640 7.4040 -3.2832
F 3.9665 5.1760 -5.8230
H 5.3261 5.6087 -3.7900
H 5.9196 7.0119 -4.7076
H 3.8806 7.1750 -6.0033
C -11.1379 -4.1208 -0.6049
C -11.1125 -2.9571 -1.5359
O -10.2465 -2.0449 -0.8997
C -9.3811 -2.8172 -0.1847
O -8.3256 -2.4155 0.2761
O -9.8367 -4.1004 -0.0531
F -12.3353 -2.3883 -1.6305
H -11.8742 -4.0053 0.1976
H -11.3292 -5.0642 -1.1233
H -10.7313 -3.1905 -2.5358
C 0.7468 -0.2389 8.2640
C -0.5485 -0.9702 8.3592
O -0.1568 -2.3118 8.5429
C 1.0439 -2.2459 9.1836
O 1.5673 -3.1879 9.7551
O 1.5875 -0.9924 9.1146
F -1.2379 -0.8829 7.1995
H 1.1608 -0.2407 7.2501
H 0.6666 0.7957 8.6083
H -1.1822 -0.6540 9.1946
C 10.7237 1.9445 6.6584
C 10.6158 1.5593 5.2225
O 11.4632 2.4777 4.5704
C 12.4198 2.7913 5.4887
O 13.4761 3.3374 5.2173
O 12.0544 2.4120 6.7513
F 9.3565 1.7441 4.7669
H 10.0357 2.7509 6.9335
H 10.5579 1.0977 7.3298
H 10.9445 0.5372 5.0061
C -5.2524 -3.5673 -8.7678
C -5.8639 -3.1678 -10.0671
O -5.8032 -4.3474 -10.8364
C -5.8672 -5.3643 -9.9318
O -6.1167 -6.5228 -10.2209
O -5.6251 -4.9264 -8.6586
F -5.1187 -2.2209 -10.6799
H -4.1600 -3.4899 -8.7722
H -5.6419 -2.9853 -7.9283
H -6.9035 -2.8320 -9.9894


(2)
162
Properties=species:S:1:pos:R:3 method="wB97M-V/def2-TZVPD" total_energy_ev=-198110.2263 orbital_gap_ha=0.32727 molar_mass_g_mol=1446.37 total_charge=-1 e_lumo_ev=1.336
O -0.3342 3.0739 -0.9222
C -0.4689 1.8309 -0.7892
O -0.9733 1.1379 0.2118
B -0.8182 -0.2618 -0.0375
O -0.3059 -0.2801 -1.3858
C 0.1328 0.9029 -1.8379
O 0.6860 1.1814 -2.9244
O -2.1546 -0.9841 0.2874
C -2.0934 -1.6362 1.3985
O -2.9456 -2.3579 1.9158
C -0.6777 -1.5352 1.8938
O 0.0253 -0.8084 1.0045
O -0.3100 -2.0664 2.9613
C 2.0227 -2.0869 5.3492
C 1.1995 -3.3927 5.6964
O 0.4492 -3.1664 6.8441
S 1.3730 -2.1963 7.8995
O 2.1709 -3.0687 8.7965
O 0.5222 -1.1460 8.4324
O 2.3794 -1.6428 6.6484
H 1.4899 -1.2455 4.9060
H 2.9168 -2.3145 4.7688
H 1.8627 -4.2422 5.8588
H 0.7249 -3.7518 4.7832
C -4.9037 -2.5748 -1.1007
C -6.0889 -2.3816 -2.0704
O -6.3173 -3.6588 -2.5859
S -4.9956 -4.6404 -2.4453
O -4.4666 -4.8144 -3.7719
O -5.2087 -5.7203 -1.4875
O -4.0821 -3.4865 -1.7682
H -5.3201 -2.9311 -0.1585
H -4.4185 -1.6296 -0.8569
H -5.7169 -1.7795 -2.8994
H -6.9954 -1.9438 -1.6524
C 3.6617 2.2542 -4.5601
C 5.1575 2.1358 -4.8049
O 5.4364 0.7946 -5.0162
S 4.2033 0.0897 -5.7645
O 3.6424 -1.0396 -4.9765
O 4.6040 -0.0683 -7.1893
O 3.1679 1.3450 -5.4935
H 3.2760 3.2558 -4.7503
H 3.4254 1.8897 -3.5604
H 5.6159 2.4012 -3.8523
H 5.5360 2.8819 -5.5036
C 0.2261 5.4339 -3.2871
C 0.7737 4.1564 -3.7852
O 1.1679 4.4082 -5.1040
S 0.2607 5.6690 -5.7485
O -1.1219 5.2269 -6.0078
O 0.9700 6.4948 -6.6972
O 0.3364 6.4260 -4.2826
H 0.8220 5.8672 -2.4838
H -0.8278 5.3012 -3.0425
H -0.0757 3.5214 -4.0370
H 1.4110 3.7667 -2.9914
O 1.5732 -4.9545 -2.7713
S 0.8771 -3.6772 -2.6199
O 1.2934 -2.6850 -1.6297
O 0.8655 -3.0473 -4.1768
C 0.4341 -1.7799 -4.3464
C -0.2741 -1.6393 -5.8024
C -0.9613 -4.0137 -2.4982
H 1.2347 -1.0484 -4.2362
H -0.3251 -1.4103 -3.6573
H 0.2091 -2.1786 -6.6171
H -0.4616 -0.6137 -6.1204
H -1.2054 -2.1678 -5.5990
H -1.1150 -4.7015 -1.6667
H -1.1642 -4.4757 -3.4643
H -1.5075 -3.0731 -2.4270
O 6.1918 -3.3112 -0.5997
S 5.4520 -2.5816 0.4563
O 6.0935 -2.4176 1.7314
O 5.2484 -1.0702 -0.2410
C 4.6334 -0.9853 -1.5097
C 3.3471 -0.2215 -1.4149
C 3.7266 -3.1160 0.7464
H 4.4141 -1.9313 -2.0048
H 5.2143 -0.4909 -2.2883
H 3.5290 0.7019 -0.8650
H 2.5737 -0.8348 -0.9524
H 3.0065 -0.0896 -2.4418
H 3.8469 -4.1135 1.1690
H 3.1299 -3.1079 -0.1657
H 3.2144 -2.4901 1.4771
O -3.0740 -5.4057 4.3363
S -4.3268 -5.0500 5.0436
O -5.0632 -5.9583 5.9475
O -3.9703 -3.6359 5.8997
C -3.3754 -2.6218 5.1575
C -3.6887 -1.2496 5.7584
C -5.4026 -4.4597 3.7035
H -3.6939 -2.6528 4.1156
H -2.2936 -2.7066 5.0547
H -3.2295 -0.9774 6.7088
H -4.7534 -1.1073 5.9433
H -3.3591 -0.4018 5.1579
H -5.9088 -5.3981 3.4770
H -4.8621 -4.2717 2.7758
H -6.0177 -3.6116 4.0041
C -0.2360 -5.1919 1.4449
C 0.8137 -6.0056 0.9749
C 0.5142 -7.0286 0.1611
C -0.8164 -7.4310 -0.1287
C -1.7856 -6.6658 0.4131
C -1.5829 -5.5004 1.1411
H 0.1453 -4.4162 2.0924
H 1.8648 -5.7645 1.0334
H 1.3001 -7.6118 -0.2956
H -1.0648 -8.3816 -0.5771
H -2.8053 -7.0211 0.3950
H -2.3914 -4.9570 1.6074
C -4.5198 2.0197 -4.8865
C -3.5507 2.8765 -4.2918
C -3.2433 2.7889 -2.9620
C -3.8772 1.7929 -2.1870
C -4.8608 0.9994 -2.7505
C -5.1248 1.1115 -4.1370
H -4.9208 2.1257 -5.8837
H -3.1789 3.6402 -4.9588
H -2.6489 3.5461 -2.4725
H -3.7943 1.8662 -1.1127
H -5.4428 0.3699 -2.0938
H -5.8493 0.4114 -4.5262
C 3.5477 7.2925 0.6827
C 2.2945 6.8435 0.3145
C 1.9979 5.4592 0.3353
C 2.9191 4.6494 0.8523
C 4.1596 5.0677 1.2240
C 4.5190 6.3586 1.0174
H 3.6748 8.3642 0.6416
H 1.4875 7.4949 0.0129
H 1.1629 5.1090 -0.2533
H 2.7627 3.5936 0.6871
H 4.9234 4.3092 1.3110
H 5.5313 6.6415 1.2657
C 3.6914 2.5651 3.9182
C 4.4603 1.7477 3.1358
C 3.9197 0.7711 2.3602
C 2.6001 0.6581 2.0422
C 1.8099 1.5268 2.7593
C 2.3027 2.4211 3.7080
H 4.0441 3.3375 4.5855
H 5.5375 1.8212 3.1140
H 4.6313 0.2949 1.7019
H 2.2523 0.0327 1.2333
H 0.7514 1.3310 2.6706
H 1.6547 3.1680 4.1422
C -1.1285 6.8162 3.8582
C -2.4634 6.8396 3.4943
C -3.0032 6.0394 2.4624
C -2.1233 5.2950 1.7614
C -0.7862 5.2513 2.0748
C -0.3149 6.0065 3.0935
H -0.8687 7.2873 4.7947
H -3.1525 7.3487 4.1518
H -4.0576 5.8804 2.2911
H -2.3805 4.6241 0.9550
H -0.1023 4.5926 1.5602
H 0.6971 6.0274 3.4702


(3)
149
Properties=species:S:1:pos:R:3 method="wB97M-V/def2-TZVPD" total_energy_ev=-102942.9075 orbital_gap_ha=0.35381 molar_mass_g_mol=1092.99 total_charge=-1 e_lumo_ev=1.467
O 1.0851 -0.6737 -4.3645
C 0.7056 -0.2395 -3.3169
O 0.5916 -0.9078 -2.1827
B 0.1665 0.0017 -1.1088
O 0.0178 1.3158 -1.7479
C 0.3055 1.2308 -3.0412
O 0.2713 2.1319 -3.8251
O 1.1708 0.0489 -0.0283
C 0.5916 -0.1503 1.1416
O 1.1374 -0.1048 2.2046
C -0.8673 -0.5785 0.8574
O -1.0740 -0.4338 -0.4425
O -1.6696 -0.9609 1.6572
N -1.2685 6.8401 -1.6666
C -1.8468 5.6450 -1.7887
C -1.2757 4.4649 -1.3364
C -0.0034 4.5161 -0.8044
C 0.6213 5.7447 -0.6953
C -0.0591 6.8765 -1.1254
H -2.8329 5.6611 -2.2411
H -1.8641 3.5581 -1.3915
H 0.5244 3.6573 -0.4067
H 1.5728 5.8540 -0.1926
H 0.3605 7.8725 -1.0295
N 1.1682 -5.0915 -0.1105
C 0.3940 -4.0189 -0.2089
C -0.9918 -4.0670 -0.1465
C -1.6035 -5.2996 -0.0011
C -0.8112 -6.4355 0.0482
C 0.5629 -6.2700 0.0239
H 0.9038 -3.0688 -0.3423
H -1.5802 -3.1617 -0.2160
H -2.6832 -5.3793 -0.0093
H -1.2546 -7.4178 0.1331
H 1.2251 -7.1273 0.1026
C 2.2404 -1.3004 -7.2326
C 2.7425 -2.3472 -6.2202
O 3.6507 -3.1419 -6.9841
C 3.6901 -2.7172 -8.2627
O 4.2968 -3.2449 -9.1353
O 2.9624 -1.5835 -8.4204
H 2.4170 -0.2778 -6.9075
H 1.1686 -1.4120 -7.3952
H 1.9200 -2.9502 -5.8431
H 3.2691 -1.9273 -5.3680
C 3.8722 1.9421 3.0974
C 2.7051 2.9140 3.2842
O 2.2849 2.6547 4.6215
C 3.3103 2.0854 5.2999
O 3.3380 1.9409 6.4742
O 4.3091 1.7450 4.4457
H 4.6640 2.4895 2.5873
H 3.6134 1.0287 2.5684
H 1.8812 2.7350 2.5944
H 2.9817 3.9626 3.1638
C -0.7847 4.1555 -6.2098
C -0.9698 5.0420 -4.9770
O -0.3124 6.2646 -5.3432
C 0.3127 6.1250 -6.5273
O 0.9090 6.9838 -7.0859
O 0.1852 4.8602 -6.9926
H -1.7071 4.0675 -6.7871
H -0.4086 3.1672 -5.9606
H -0.5098 4.6164 -4.0853
H -2.0047 5.2515 -4.7229
C 1.8295 -0.9170 5.1957
C 0.7367 -1.9274 4.8858
C 0.5787 -2.9891 5.9681
C 1.8293 -3.7087 6.2655
N 2.7675 -4.3013 6.5510
H 2.0562 -0.2678 4.3564
H 2.7606 -1.3981 5.5121
H 1.5218 -0.3209 6.0602
H 0.9275 -2.3981 3.9164
H -0.2090 -1.4000 4.7599
H -0.1333 -3.7591 5.6638
H 0.2323 -2.5469 6.9026
C -7.0529 -1.0664 -0.4717
C -5.9766 -0.5310 0.4695
C -4.5789 -1.0915 0.1852
C -4.5053 -2.5261 0.4004
N -4.4714 -3.6666 0.5263
H -7.1779 -2.1471 -0.4054
H -6.8114 -0.8072 -1.5092
H -8.0147 -0.5865 -0.2832
H -6.2703 -0.7884 1.4900
H -5.9607 0.5544 0.3957
H -3.8596 -0.5508 0.7952
H -4.3258 -0.8488 -0.8507
C -1.1489 2.2196 3.6412
C -1.2963 3.1371 2.4290
C -2.3527 2.6468 1.4188
C -3.5102 2.0024 2.0471
N -4.3655 1.4308 2.5518
H -1.9483 2.3669 4.3653
H -0.1819 2.3763 4.1145
H -1.1823 1.1690 3.3333
H -0.3504 3.2412 1.8982
H -1.6008 4.1472 2.7182
H -1.9039 1.8461 0.8167
H -2.7301 3.4004 0.7318
C 6.4491 2.0163 -1.0522
C 5.5710 0.7898 -0.9141
C 4.0831 1.0633 -1.2128
C 3.5811 2.3093 -0.6435
N 3.1971 3.2941 -0.1981
H 6.2182 2.7761 -0.3041
H 6.2460 2.5256 -2.0048
H 7.5083 1.7723 -1.0938
H 5.6303 0.3317 0.0730
H 5.8922 0.0492 -1.6479
H 3.4920 0.2352 -0.8216
H 3.9006 1.1222 -2.2894
C -3.2363 -3.4104 3.6375
C -4.3683 -2.4976 4.0858
C -3.8201 -1.1701 4.6372
C -3.0347 -1.3889 5.8546
N -2.3951 -1.5740 6.7890
H -3.5831 -4.3609 3.2281
H -2.5828 -3.6672 4.4763
H -2.6494 -2.9345 2.8532
H -5.0188 -2.9942 4.8074
H -4.9938 -2.2807 3.2165
H -4.6674 -0.5314 4.8828
H -3.1552 -0.7249 3.8979
C 4.1331 -2.2868 2.5350
C 4.0525 -3.5052 3.4420
C 4.0967 -4.8020 2.6262
C 5.3279 -4.9396 1.8395
N 6.2825 -5.0535 1.2101
H 5.1019 -2.2783 2.0188
H 4.0646 -1.3513 3.0877
H 3.3845 -2.3048 1.7408
H 3.1001 -3.5021 3.9640
H 4.8501 -3.5399 4.1823
H 3.2944 -4.8304 1.8807
H 3.9705 -5.6901 3.2469
C -4.4593 -0.2674 -3.5391
C -2.9509 -0.1189 -3.7713
C -2.6322 0.9619 -4.8171
C -3.2101 2.2677 -4.4605
N -3.6605 3.2862 -4.1854
H -4.9962 -0.3656 -4.4814
H -4.8182 0.6264 -3.0261
H -4.6388 -1.1369 -2.9089
H -2.5232 -1.0378 -4.1781
H -2.4559 0.1168 -2.8282
H -3.0531 0.7187 -5.7964
H -1.5634 1.1269 -4.9579